16
Properties=species:S:1:pos:R:3 method="wB97M-V/def2-TZVPD" homo_energy_ev=-9.5 relative_energy_kcal_mol=21.10 e_tot_ev=-27588.315 smiles="CN(C)[P@](C)(F)=S" e_lumo_ev=0.6 gap_ev=10.125
C 1.288 -0.854 -0.286
N -0.154 -0.582 -0.341
C -1.041 -1.694 -0.498
P -0.672 0.782 0.555
C 0.330 2.181 0.020
F 0.448 0.384 2.178
S -2.500 1.122 0.945
H 1.490 -1.076 -1.401
H 1.924 0.024 0.047
H 1.308 -1.758 0.387
H -0.881 -2.421 0.283
H -2.234 -1.406 -0.354
H -0.928 -2.095 -1.400
H -0.052 2.437 -0.983
H 0.148 3.060 0.770
H 1.524 1.896 0.079